# C5H11NO4

A 2-piece molecular cluster, C5H11NO4 overall (ωB97M-V/def2-TZVPD, OMol25).

## Properties
**Multiplicity**: 1
**Total charge**: 0
**Energy**: -552.780169 Ha
**SMILES**: CC(=O)ON.COC(C)=O
**Strongest force on any atom**: 1.56 eV/Å
**M**: 149.1 g mol⁻¹
**HOMO**: -9.84 eV
**ΔE to the lowest compared entry with this formula, charge and spin**: 62.0 kcal/mol

Cartesian coordinates (Å):
C  -2.49588  0.42219  -0.38360
C  -1.27404  1.19768  -0.73517
O  -0.64231  1.97827  -0.09595
O  -0.98309  0.73268  -2.04850
N  0.22961  1.06537  -2.74298
H  -2.82472  -0.05686  -1.31880
H  -2.22617  -0.35282  0.33455
H  -3.24210  1.08291  0.04935
H  0.43225  0.22948  -3.28375
H  -0.00168  1.83025  -3.38535
C  1.71973  0.01581  0.03812
O  0.47551  -0.64058  0.21511
C  0.15122  -1.23802  1.36855
C  1.19448  -1.28589  2.45440
O  -0.95419  -1.70371  1.48669
H  1.68056  0.50537  -0.93268
H  2.54714  -0.69790  0.02559
H  1.87414  0.78128  0.80014
H  1.40676  -0.27544  2.80171
H  0.80845  -1.88312  3.27518
H  2.12435  -1.70697  2.07740

# C5H11NOS

A 2-piece molecular cluster, C5H11NOS overall (ωB97M-V/def2-TZVPD, OMol25).

## Properties
**Multiplicity**: 1
**Total charge**: 0
**Energy**: -725.035435 Ha
**Strongest force on any atom**: 2.05 eV/Å
**M**: 133.2 g mol⁻¹
**HOMO**: -7.28 eV
**ΔE to the lowest compared entry with this formula, charge and spin**: 181.6 kcal/mol

Cartesian coordinates (Å):
O  -0.43829  2.49814  -1.41598
C  -0.12099  1.38008  -1.81865
C  -0.47485  0.01413  -1.14792
C  -1.43035  0.18684  0.00584
C  -1.18458  -0.95092  0.91288
S  0.28980  -1.77444  1.16104
C  1.46827  -0.52234  1.79771
N  0.87774  0.38904  -1.01767
H  0.26078  1.21399  -2.84085
H  -0.72748  -0.78647  -1.83995
H  -2.36332  0.22062  -0.56142
H  -1.34893  1.13319  0.54948
H  -1.96708  -1.14774  1.65488
H  0.77212  2.97549  0.69158
H  0.83328  0.28954  2.12466
H  2.22582  -0.12243  1.15555
H  1.94140  -0.98815  2.66211
H  1.07486  3.51763  0.37084
H  1.45668  -0.15749  -1.65379

# C5H11NOS

A 2-piece molecular cluster, C5H11NOS overall (ωB97M-V/def2-TZVPD, OMol25).

## Properties
**Multiplicity**: 1
**Total charge**: 0
**Energy**: -725.103096 Ha
**Strongest force on any atom**: 2.36 eV/Å
**M**: 133.2 g mol⁻¹
**HOMO (spin up / spin down)**: -7.13 / -7.41 eV
**ΔE to the lowest compared entry with this formula, charge and spin**: 139.2 kcal/mol

Cartesian coordinates (Å):
C  -0.51375  0.21441  -0.04232
C  0.08272  -2.29528  -0.30166
C  1.45877  0.49554  1.22788
C  0.88937  2.04683  -0.72966
C  -0.83222  -1.11258  -0.10225
N  0.71521  0.79726  0.03717
O  -2.13643  -1.47321  -0.23080
S  -4.20019  0.58597  0.24846
H  0.96781  -2.23709  -1.04123
H  -0.59597  -3.02528  -0.79072
H  0.58489  -2.51597  0.61215
H  0.80509  0.58472  2.17209
H  1.79004  -0.54732  1.09370
H  2.24181  1.16447  1.39852
H  1.38654  1.88603  -1.71507
H  -0.06259  2.42083  -1.00375
H  1.42943  2.82065  -0.27322
H  -1.30110  0.93847  -0.15041
H  -2.70944  -0.74844  -0.40889

# C5H11NP

An isolated ion of composition C5H11NP and charge +1 (ωB97M-V/def2-TZVPD, OMol25).

## Properties
**Multiplicity**: 1
**Total charge**: +1
**Energy**: -592.761579 Ha
**Strongest force on any atom**: 4.76 eV/Å
**M**: 116.1 g mol⁻¹
**HOMO (spin up / spin down)**: -12.60 / -12.83 eV
**ΔE to the lowest compared entry with this formula, charge and spin**: 103.4 kcal/mol

Cartesian coordinates (Å):
C  1.03147  1.54944  0.64234
C  1.09778  -1.13095  0.09836
C  1.64149  0.30465  -0.06440
C  0.81419  1.31869  -0.80023
C  -1.13387  -0.39584  -0.57394
N  -0.38858  -1.20421  0.31561
P  -2.42161  0.45876  0.29058
H  0.26077  1.70927  1.34745
H  1.73869  2.36174  0.74426
H  1.15967  -1.90063  -0.75470
H  1.57738  -1.56768  0.94569
H  2.70962  0.32575  -0.13043
H  0.64831  1.96462  -1.58078
H  -1.13694  -0.70021  -1.59588
H  -0.61498  -2.20019  0.26446
H  -0.58422  -0.90636  1.23655
H  -3.38349  -0.71753  0.50320
H  -3.01566  0.73068  -0.88815

# C5H11NSi

A 2-piece molecular cluster, C5H11NSi overall (ωB97M-V/def2-TZVPD, OMol25).

## Properties
**Multiplicity**: 1
**Total charge**: 0
**Energy**: -541.250040 Ha
**Strongest force on any atom**: 5.99 eV/Å
**M**: 113.2 g mol⁻¹
**HOMO**: -8.48 eV
**ΔE to the lowest compared entry with this formula, charge and spin**: 82.4 kcal/mol

Cartesian coordinates (Å):
C  -2.14874  -0.90565  -1.37346
C  -0.20086  -2.07884  -0.57417
C  1.05201  2.27599  -0.37705
C  0.75265  -0.04428  1.81750
C  -0.77234  -0.88241  -1.25788
N  -3.29110  -0.70345  -1.48380
Si  -0.15987  1.08365  0.55247
H  -0.39491  -2.11391  0.54902
H  -0.40253  -3.07501  -0.97101
H  0.85993  -2.00069  -0.36182
H  0.92123  2.24427  -1.38556
H  0.83995  3.31495  -0.11093
H  2.09999  1.99588  -0.32732
H  0.94457  0.68764  2.61737
H  -0.07562  -0.61955  2.19728
H  1.60031  -0.43467  1.46218
H  -0.33123  -0.64540  -2.16664
H  -1.29345  1.90146  1.19382

# C5H11O

A 2-piece molecular cluster, C5H11O overall (ωB97M-V/def2-TZVPD, OMol25).

## Properties
**Multiplicity**: 1
**Total charge**: +1
**Energy**: -271.940829 Ha
**Strongest force on any atom**: 4.28 eV/Å
**M**: 87.1 g mol⁻¹
**HOMO**: -14.02 eV
**ΔE to the lowest compared entry with this formula, charge and spin**: 54.5 kcal/mol

Cartesian coordinates (Å):
C  -0.30307  -1.51500  -0.83144
C  0.59760  -0.35555  -1.47699
C  -0.32033  1.82457  1.02073
C  -1.13020  -0.34221  1.29474
C  1.86624  -0.11064  -1.06384
O  -0.15027  0.42308  1.40865
H  -0.71071  -2.19294  -1.53701
H  0.36693  -1.92676  -0.17883
H  0.13655  0.16225  -2.37049
H  0.15005  1.96772  0.01415
H  -1.30443  2.05997  0.83212
H  0.34878  2.33577  1.73172
H  -1.02049  -1.15467  1.97279
H  -2.11073  0.02284  1.16660
H  -1.19811  -1.16395  -0.26078
H  2.25445  -0.64906  -0.26121
H  2.52775  0.61459  -1.46092